A structure of composition C7H10NO6. Source: OMol25; level of theory: ωB97M-V/def2-TZVPD.

Each line ends with the Mulliken charge.
Geometry (Å):
1 C -1.7512 -1.8261 0.0964  0.596
2 C -1.4496 1.9345 -0.1304  0.238
3 C 0.6607 -1.0302 -0.1719  -1.025
4 C 0.8614 1.0876 0.7529  -0.947
5 C -0.8085 -0.6274 -0.3727  0.925
6 C -1.0387 0.6262 0.4872  0.402
7 C 2.8450 0.0203 -0.0903  -1.067
8 N 1.4196 0.2054 -0.2125  0.135
9 O -2.4141 -2.3073 -0.8281  -0.784
10 O -1.9445 2.8355 0.5027  -0.651
11 O -1.7022 -2.1251 1.2979  -0.747
12 O -1.1386 2.0959 -1.4229  -0.572
13 O -1.0796 -0.4521 -1.7484  -0.763
14 O -1.5779 0.4245 1.7207  -0.684
15 H 0.7632 -1.5562 0.7954  0.401
16 H 0.9850 -1.6935 -0.9787  0.491
17 H 1.0349 2.1368 0.5470  0.425
18 H 0.9988 0.8201 1.8052  0.378
19 H 3.3313 0.9959 -0.1316  0.313
20 H 3.1365 -0.4769 0.8523  0.388
21 H 3.1984 -0.5851 -0.9265  0.313
22 H -0.9295 1.2114 -1.8099  0.397
23 H -1.7792 -1.1526 -1.8972  0.345
24 H -1.6214 -0.5618 1.8634  0.491

Cartesian forces, eV/Å:
C 0.6 0.9 -0.4
C -0.4 0.3 0.0
C -0.1 0.1 -0.1
C -3.2 -0.6 -0.7
C -0.2 -1.0 0.3
C 3.4 0.9 0.8
C 0.0 0.0 -0.1
N 0.1 0.0 0.0
O -0.4 -0.5 -0.4
O 0.1 -0.2 -0.1
O 0.0 -0.3 0.6
O 0.1 0.0 -0.1
O 0.0 0.1 -0.2
O -0.3 -0.1 0.0
H 0.0 0.1 -0.1
H -0.1 0.0 0.1
H 0.1 0.2 0.0
H 0.0 -0.1 0.1
H 0.1 0.0 0.0
H 0.0 0.0 0.0
H 0.1 0.0 0.0
H -0.2 0.1 0.1
H 0.2 0.2 0.2
H 0.0 0.2 -0.1

The value obtained for the gap between HOMO and LUMO is 8.71 eV. The LUMO energy comes out at 3.384 eV. As for the multiplicity: 1. The total energy comes out at -21198.19987 eV. The calculation puts the highest occupied orbital energy at -0.1957 Ha. The net charge is -1.

A structure of composition C19H40NP3SYb. Source: OMol25; level of theory: ωB97M-V/def2-TZVPD.

Each line ends with the Mulliken charge.
Geometry (Å):
1 Yb -1.5137 0.4870 0.4072  0.711
2 P -1.4260 0.4819 -2.6525  0.825
3 P 1.1138 2.5914 0.0865  1.157
4 P -2.5602 -2.2289 -0.5092  0.707
5 H 0.0525 3.7356 4.4506  0.405
6 C -0.5190 2.8420 4.7104  -0.622
7 C 0.0789 1.6713 5.0017  -0.502
8 H 1.1685 1.5810 5.0211  0.318
9 C -2.5276 1.8686 -3.1518  -1.211
10 C 0.0257 0.9387 -3.6904  -1.329
11 C -2.1027 -0.8084 -3.7759  -1.213
12 C 1.7483 2.6276 1.7679  -0.689
13 C 2.4011 2.0465 -1.0321  -0.973
14 C 0.5461 4.2305 -0.3716  -1.081
15 C -2.1463 -2.9255 1.1490  -1.120
16 C -2.3411 -3.7647 -1.4959  -1.284
17 C -4.4043 -2.2185 -0.5100  -1.350
18 H -1.6072 2.9295 4.7034  0.243
19 H -0.4909 0.7893 5.3056  0.260
20 H -2.5565 1.9641 -4.2464  0.395
21 H -2.1566 2.8047 -2.7146  0.337
22 H -3.5406 1.6771 -2.7757  0.401
23 H -0.2174 0.8143 -4.7552  0.484
24 H 0.8683 0.2788 -3.4474  0.352
25 H 0.3258 1.9788 -3.5134  0.347
26 H -2.0573 -0.4408 -4.8110  0.516
27 H -3.1431 -1.0407 -3.5172  0.346
28 H -1.5022 -1.7231 -3.6992  0.254
29 H 2.5010 3.4303 1.8454  0.457
30 H 2.2352 1.6783 2.0316  0.396
31 H 0.9707 2.8248 2.5195  -0.030
32 H 3.2321 2.7546 -1.0850  0.455
33 H 1.9744 1.9322 -2.0364  0.220
34 H 2.7833 1.0775 -0.6847  0.255
35 H 1.3554 4.9758 -0.3262  0.433
36 H -0.2529 4.5486 0.3187  0.425
37 H 0.1546 4.2211 -1.4006  0.325
38 H -2.9947 -2.8803 1.8441  0.376
39 H -1.3000 -2.3757 1.5864  0.263
40 H -1.8283 -3.9677 1.0176  0.479
41 H -3.2802 -4.3333 -1.5542  0.421
42 H -1.5727 -4.3931 -1.0302  0.404
43 H -2.0197 -3.5111 -2.5116  0.313
44 H -4.7964 -3.0742 0.0530  0.432
45 H -4.7546 -2.2531 -1.5496  0.428
46 H -4.7898 -1.2947 -0.0553  0.315
47 C -4.3295 0.8575 3.0458  0.435
48 C -5.5481 1.5096 2.7601  -0.394
49 C -6.3325 1.9527 3.8013  -0.551
50 C -5.8695 1.8707 5.1189  -0.348
51 C -4.5537 1.4343 5.3746  -0.662
52 C -3.7530 0.9675 4.3391  -0.271
53 S -3.6283 -0.1761 1.9020  -0.326
54 H 0.1529 1.6074 -0.3541  -0.467
55 H -5.8579 1.5455 1.7144  0.449
56 H -7.3172 2.3547 3.5952  0.424
57 H -6.4974 2.2123 5.9406  0.428
58 H -4.1595 1.4467 6.3890  0.425
59 H -2.7339 0.6230 4.5083  0.582
60 C 2.6510 -2.0401 0.4000  -1.073
61 C 1.4164 -1.3110 0.5012  0.491
62 N 0.3951 -0.7435 0.5859  -0.264
63 H 3.1980 -1.7569 -0.5133  0.354
64 H 2.4379 -3.1183 0.3665  0.371
65 H 3.2799 -1.8308 1.2777  0.343

Cartesian forces, eV/Å:
Yb -1.5 -0.8 -0.5
P -0.1 0.8 -1.3
P 1.3 0.7 -0.9
P -0.9 -0.7 0.5
H -0.1 -0.2 0.2
C 0.2 -1.0 -0.2
C -0.3 0.8 -0.1
H -0.3 0.0 0.1
C -0.1 0.0 0.3
C 0.4 -0.2 0.3
C 0.0 -0.4 0.5
C -0.3 -0.5 0.6
C 0.2 -0.2 -0.2
C -0.7 0.1 -0.1
C 0.2 -0.1 0.3
C 0.5 0.1 -0.6
C -0.2 0.6 0.1
H 0.3 0.1 0.1
H 0.2 0.3 -0.1
H 0.0 0.0 0.3
H -0.2 -0.1 -0.2
H 0.1 0.2 -0.2
H 0.1 0.1 0.3
H -0.1 0.1 -0.2
H -0.1 -0.1 -0.1
H -0.1 0.0 0.4
H 0.2 0.0 -0.1
H -0.2 0.2 -0.1
H -0.3 -0.2 -0.3
H -0.1 0.2 -0.2
H 0.1 0.0 -0.2
H -0.1 0.0 0.1
H 0.1 0.0 0.2
H -0.1 0.2 -0.1
H -0.1 -0.4 0.1
H 0.2 0.0 -0.3
H 0.1 0.0 0.3
H 0.3 -0.1 -0.2
H -0.3 -0.2 0.1
H -0.2 0.3 0.2
H 0.3 0.2 0.1
H -0.1 0.2 -0.3
H -0.1 -0.3 0.1
H 0.1 0.1 -0.3
H 0.0 -0.1 0.2
H 0.0 -0.5 -0.3
C 0.9 0.1 -0.1
C -0.8 -0.2 0.0
C -0.2 0.1 -0.7
C 0.4 0.1 0.1
C 0.8 -0.3 -0.2
C -0.8 0.1 1.1
S 0.0 0.6 0.2
H 0.5 0.9 0.6
H -0.2 0.0 0.4
H 0.1 0.0 0.1
H 0.1 -0.2 -0.2
H -0.1 0.0 -0.2
H -0.3 -0.1 0.0
C 0.6 -0.3 0.0
C -2.4 1.2 0.2
N 3.3 -1.4 -0.1
H -0.2 -0.1 0.3
H 0.0 0.3 0.0
H -0.2 -0.1 -0.2

The value obtained for the gap between HOMO and LUMO (spin up / spin down) is 7.62 / 5.93 eV. The LUMO energy (spin up / spin down) comes out at -9.017 / -10.704 eV. As for the multiplicity: 2. The total energy comes out at -92046.79327 eV. The calculation puts the highest occupied orbital energy (spin up / spin down) at -0.6114 / -0.6112 Ha. The net charge is +3.

A structure of composition C10H30NbO4. Source: OMol25; level of theory: ωB97M-V/def2-TZVPD.

Each line ends with the Mulliken charge.
Geometry (Å):
1 C -0.9806 6.5087 -1.3736  -0.565
2 O -1.5180 5.7812 -2.4321  -0.343
3 C -2.1460 4.5626 -1.9935  -0.689
4 Nb -0.8032 2.7624 -1.4447  -0.492
5 C 0.7751 1.2706 -0.7897  -1.061
6 C 0.6252 0.8841 0.6914  0.510
7 O 1.8892 0.9359 1.4018  -0.579
8 H -0.2987 7.2508 -1.7841  0.255
9 H -1.7536 7.0302 -0.7936  0.254
10 H -0.4164 5.8756 -0.6862  0.207
11 H -2.7238 4.2135 -2.8482  0.344
12 H -2.8646 4.7741 -1.1970  0.371
13 H -1.2987 1.8428 -2.9514  -0.059
14 H 0.5453 3.7132 -2.2858  -0.022
15 H -0.5431 3.6551 0.1586  -0.030
16 H -2.2017 1.9346 -0.5790  -0.068
17 H 1.7833 1.6597 -0.9045  0.269
18 H 0.7201 0.3814 -1.4135  0.426
19 H 0.2245 -0.1270 0.7347  -0.305
20 H -0.0359 1.5477 1.2314  0.242
21 H 2.2139 0.0288 1.4823  0.320
22 C -1.9546 -3.8062 2.9529  -1.510
23 C -1.2978 -2.5811 2.3315  0.874
24 C -0.7167 -1.6544 3.3902  -1.107
25 O -2.2219 -1.8856 1.5035  -0.521
26 H -2.7841 -3.5043 3.5985  0.365
27 H -2.3589 -4.4577 2.1776  0.355
28 H -1.2441 -4.3772 3.5538  0.364
29 H -0.5009 -2.9048 1.6599  -0.048
30 H -1.5085 -1.2811 4.0458  0.356
31 H -0.2410 -0.7905 2.9269  0.207
32 H 0.0223 -2.1716 4.0060  0.346
33 H -2.9444 -1.5692 2.0571  0.334
34 C 0.9554 -2.7176 -1.0828  -1.013
35 C 2.2405 -2.7862 -1.8931  0.331
36 C 3.1950 -3.8378 -1.3426  -1.290
37 O 2.8727 -1.5137 -1.9386  -0.546
38 H 1.1736 -2.4304 -0.0494  0.093
39 H 0.2799 -1.9671 -1.4915  0.290
40 H 0.4409 -3.6807 -1.0703  0.491
41 H 2.0021 -3.0259 -2.9302  0.301
42 H 3.4775 -3.5910 -0.3152  0.305
43 H 4.1088 -3.8744 -1.9367  0.333
44 H 2.7379 -4.8293 -1.3426  0.365
45 H 3.0738 -1.2482 -1.0340  0.337

Cartesian forces, eV/Å:
C 0.1 0.0 0.0
O -0.4 0.0 -0.1
C 1.3 0.3 0.2
Nb 0.6 -0.5 -0.6
C 0.2 1.0 0.7
C 0.3 0.0 -0.5
O 0.1 -0.6 0.2
H 0.0 0.1 -0.1
H -0.1 0.0 0.1
H 0.1 -0.2 0.1
H 0.0 -0.2 -0.2
H -0.1 0.1 0.2
H -0.6 -0.4 -0.1
H -0.1 0.3 -0.1
H -0.4 -0.3 0.3
H -0.5 0.1 0.1
H 0.2 0.1 -0.1
H -0.2 -0.1 -0.3
H -0.2 -0.1 0.2
H -0.1 0.1 0.1
H 0.0 0.4 -0.1
C 0.0 -0.1 -0.1
C -0.2 0.1 0.3
C 0.1 0.1 -0.1
O 0.1 -0.2 -0.1
H 0.0 0.0 0.0
H 0.0 0.0 0.0
H 0.0 0.0 0.0
H 0.0 0.0 -0.1
H 0.0 -0.1 0.0
H 0.0 0.0 0.0
H 0.0 0.0 0.0
H 0.0 0.1 0.0
C -0.1 0.1 -0.1
C 0.0 0.0 0.3
C 0.1 0.0 -0.1
O 0.1 -0.1 -0.1
H 0.0 0.0 0.0
H 0.0 0.0 0.0
H 0.0 0.0 0.0
H 0.0 0.0 -0.1
H -0.1 0.0 0.0
H 0.0 0.0 0.0
H 0.0 0.0 0.0
H -0.1 0.2 0.0

The value obtained for the gap between HOMO and LUMO is 6.52 eV. The LUMO energy comes out at 2.526 eV. As for the multiplicity: 1. The total energy comes out at -20589.56328 eV. The calculation puts the highest occupied orbital energy at -0.1469 Ha. The net charge is -1.